1.
Computed, not measured: a 2-piece molecular cluster, H4I2Si2 overall at a distorted geometry, with ωB97M-V with the def2-TZVPD basis set.

```
! RIJCOSX wB97M-V def2-TZVPD def2/J DEFGRID3
* xyz 0 1
Si 0.970 -0.527 -0.462
Si -0.534 0.705 0.809
I -1.730 2.680 -0.115
I -2.144 -2.134 -0.137
H 0.512 -0.286 -1.866
H 2.095 0.595 -0.664
H 1.414 -1.861 0.113
H -0.583 0.827 2.322
*
```

Properties
Strongest force on any atom, eV/Å: 2.26
Orbital gap, eV: 6.801
HOMO level, eV: -8.71

=====

2.
Computed, not measured: a 6-piece molecular cluster, H11O5S overall at a distorted geometry, with ωB97M-V with the def2-TZVPD basis set.

```
! RIJCOSX wB97M-V def2-TZVPD def2/J DEFGRID3
* xyz -1 1
S 1.419 0.029 -0.055
H 1.285 1.335 -0.223
H 1.776 -1.582 -1.974
H 2.383 -2.722 -1.224
O 2.021 -2.504 -2.085
H -4.552 -1.567 -0.160
H -5.393 -0.421 0.379
O -5.449 -1.264 -0.073
H 0.111 0.942 -2.665
H -1.299 0.651 -2.945
O -0.522 1.033 -3.366
H 0.329 1.893 2.582
H 0.305 0.823 1.406
O -0.216 1.205 2.180
H 2.644 1.249 3.364
H 2.314 0.404 2.022
O 2.845 0.498 2.838
*
```

Properties
Strongest force on any atom, eV/Å: 1.75
Orbital gap, eV: 7.455
HOMO level, eV: -4.40

=====

3.
Computed, not measured: a 2-piece molecular cluster, C5H7N2P overall at a distorted geometry, with ωB97M-V with the def2-TZVPD basis set.

```
! RIJCOSX wB97M-V def2-TZVPD def2/J DEFGRID3
* xyz 0 1
C 1.584 0.215 -0.090
C 2.185 1.477 -0.113
C 0.193 0.505 -0.037
C -2.086 -2.582 -0.447
C -0.823 -0.477 0.222
N -0.012 1.865 -0.060
N 1.174 2.396 -0.194
P -0.490 -2.228 0.054
H 1.878 -0.796 -0.066
H 3.266 1.785 -0.112
H -2.299 -3.650 -0.736
H -2.751 -1.866 -0.667
H -1.090 -0.024 2.170
H -1.813 0.018 0.026
H 1.084 3.364 0.048
*
```

Properties
Strongest force on any atom, eV/Å: 5.87
Orbital gap (alpha / beta), eV: 7.420 / 8.023
HOMO level (alpha / beta), eV: -7.84 / -8.72

=====

4.
Computed, not measured: one molecule with the formula C2H3NOS at a distorted geometry, with ωB97M-V with the def2-TZVPD basis set.

```
! RIJCOSX wB97M-V def2-TZVPD def2/J DEFGRID3
* xyz 0 1
C 0.324 0.978 -1.058
C -0.499 0.086 0.842
N -0.612 0.751 -0.294
O 0.043 -2.676 1.183
S 0.248 -1.480 0.323
H 0.221 1.179 -2.104
H 1.388 1.067 -0.694
H -1.114 0.096 1.801
*
```

Properties
Strongest force on any atom, eV/Å: 4.83
Orbital gap (alpha / beta), eV: 7.547 / 7.776
HOMO level (alpha / beta), eV: -8.29 / -8.49

=====

5.
Computed, not measured: an isolated ion of composition C5H11FN4O and charge +2 at a distorted geometry, with ωB97M-V with the def2-TZVPD basis set.

```
! RIJCOSX wB97M-V def2-TZVPD def2/J DEFGRID3
* xyz 2 1
C 1.747 -0.883 -0.850
C 0.286 -0.663 -0.558
F -0.533 -1.283 -1.449
C -0.098 -1.067 0.851
N -0.305 -2.333 1.081
N -0.169 -0.145 1.792
C -0.017 1.292 1.698
O 0.055 1.927 2.690
N 0.009 1.801 0.428
C -0.105 1.131 -0.794
N -1.487 1.213 -1.399
H 2.376 -0.307 -0.177
H 1.973 -0.602 -1.878
H 2.000 -1.938 -0.742
H -0.258 -3.026 0.338
H -0.523 -2.689 2.009
H -0.298 -0.424 2.767
H 0.213 2.799 0.420
H 0.611 1.478 -1.543
H -1.578 0.545 -2.187
H -1.662 2.159 -1.779
H -2.237 1.014 -0.718
*
```

Properties
Strongest force on any atom, eV/Å: 3.91
Orbital gap, eV: 10.988
SMILES string: C[C@@]1(F)C(=[NH2+])NC(=O)N[C@@H]1[NH3+]
HOMO level, eV: -19.13

=====

6.
Computed, not measured: C16H10N5OPdS2 as an isolated structure, with ωB97M-V with the def2-TZVPD basis set.

```
! RIJCOSX wB97M-V def2-TZVPD def2/J DEFGRID3
* xyz -1 1
Pd 0.362 0.343 -0.131
O 0.868 -1.672 -3.641
C 0.917 -1.160 -2.520
N -0.055 -0.580 -1.837
C -1.389 -0.442 -2.352
C -2.218 0.361 -1.374
C -3.579 0.550 -1.566
C -4.306 1.266 -0.633
C -3.658 1.780 0.480
C -2.302 1.564 0.614
N -1.601 0.878 -0.295
C 2.220 -1.111 -1.737
C 3.348 -1.772 -2.183
C 4.498 -1.723 -1.412
C 4.484 -1.015 -0.220
C 3.319 -0.374 0.167
N 2.221 -0.420 -0.583
H -1.869 -1.417 -2.497
H -1.396 0.051 -3.333
H -4.053 0.123 -2.439
H -5.370 1.414 -0.768
H -4.188 2.331 1.243
H -1.734 1.935 1.456
H 3.281 -2.310 -3.119
H 5.395 -2.237 -1.732
H 5.358 -0.959 0.414
H 3.234 0.192 1.086
S 0.973 1.708 1.635
C 0.175 1.050 3.062
C 0.050 1.987 4.132
N -0.030 2.779 4.967
C -0.305 -0.226 3.197
S -0.275 -1.484 2.023
C -0.933 -0.559 4.452
N -1.441 -0.853 5.444
*
```

Properties
Strongest force on any atom, eV/Å: 0.25
Orbital gap, eV: 6.141
HOMO level, eV: -3.70

=====

7.
Computed, not measured: C21H22FN5 as an isolated structure at a distorted geometry, with ωB97M-V with the def2-TZVPD basis set.

```
! RIJCOSX wB97M-V def2-TZVPD def2/J DEFGRID3
* xyz 0 1
C 3.534 -0.965 3.096
N 2.178 -0.736 2.713
C 1.874 0.379 2.153
C 0.442 0.336 1.806
C -0.001 -1.034 2.187
N 1.166 -1.429 2.709
C -1.245 -1.386 2.274
C -2.280 -1.059 2.654
C -3.481 -1.683 2.653
C -3.637 -2.976 2.369
C -2.213 -3.572 2.041
C -1.068 -2.980 1.902
H -0.455 -3.537 1.615
H -2.377 -4.630 1.796
H -4.516 -3.589 2.299
H -4.446 -0.942 3.009
F -2.479 0.375 3.094
C -0.410 1.476 1.058
N -1.059 0.641 0.121
H -1.774 0.231 0.466
C -1.766 1.624 -0.937
C -2.350 1.140 -2.019
H -2.750 1.738 -2.663
H -3.246 0.529 -1.618
C -1.281 -0.194 -2.781
N -0.326 0.697 -3.138
C 0.758 0.755 -2.743
C 1.639 0.007 -1.529
C 2.806 0.435 -1.379
C 3.524 1.258 -2.058
C 3.137 1.845 -3.116
C 1.694 1.572 -3.538
C 0.786 2.150 -4.365
N -0.513 1.578 -4.327
H 0.872 2.876 -5.255
H 3.779 2.606 -3.602
H 4.643 1.191 -1.887
H 3.284 0.014 -0.416
H 0.965 -0.605 -1.004
H -0.987 -0.622 -2.075
H -2.094 -0.309 -3.514
H -0.943 2.638 -1.240
H -2.552 2.373 -0.424
H 0.183 2.172 0.522
H -0.898 1.898 1.709
H 2.418 1.188 1.862
H 4.121 -1.006 2.217
H 3.735 -0.338 3.843
H 3.610 -2.129 3.462
*
```

Properties
Strongest force on any atom, eV/Å: 19.43
Orbital gap, eV: 8.427
HOMO level, eV: -7.80

=====

8.
Computed, not measured: C23H30N6O3RuS3 as an isolated structure, with ωB97M-V with the def2-TZVPD basis set.

```
! RIJCOSX wB97M-V def2-TZVPD def2/J DEFGRID3
* xyz 1 2
Ru -0.228 0.806 -0.392
C 2.985 1.171 -0.254
N 2.030 1.229 -1.371
C 2.260 0.190 -2.370
C 2.013 -1.150 -1.748
C 2.832 -2.237 -2.011
C 2.567 -3.448 -1.395
C 1.501 -3.512 -0.513
C 0.746 -2.375 -0.296
N 0.971 -1.210 -0.910
C 1.970 2.546 -2.005
C 1.319 3.519 -1.071
C 1.577 4.879 -1.111
C 0.907 5.711 -0.233
C 0.021 5.147 0.672
C -0.182 3.782 0.643
N 0.451 2.979 -0.218
C 2.389 1.248 1.139
C 3.152 1.783 2.165
C 2.659 1.777 3.460
C 1.415 1.219 3.696
C 0.707 0.713 2.622
N 1.171 0.722 1.368
H 3.737 1.960 -0.356
H 3.527 0.223 -0.312
H 3.267 0.234 -2.801
H 1.543 0.351 -3.179
H 3.667 -2.122 -2.689
H 3.189 -4.312 -1.584
H 1.260 -4.423 0.016
H -0.065 -2.383 0.417
H 1.348 2.463 -2.899
H 2.966 2.895 -2.303
H 2.287 5.269 -1.827
H 1.075 6.779 -0.249
H -0.524 5.752 1.382
H -0.881 3.307 1.316
H 4.123 2.205 1.943
H 3.238 2.204 4.268
H 0.985 1.192 4.687
H -0.279 0.284 2.755
O -2.357 3.544 -1.909
S -2.498 2.155 -1.588
O -3.796 1.562 -1.704
O -1.917 1.895 -0.168
S -1.069 1.001 -2.540
C -2.779 -4.092 -0.912
N -2.680 -2.658 -0.668
C -2.647 -1.810 -1.857
C -2.467 -2.152 0.545
S -1.845 -0.586 0.850
N -2.843 -2.899 1.617
C -2.328 -2.629 2.952
C -4.139 -3.579 1.613
H -2.143 -4.335 -1.763
H -3.801 -4.392 -1.148
H -2.431 -4.645 -0.044
H -3.119 -2.355 -2.671
H -1.622 -1.566 -2.133
H -3.187 -0.882 -1.681
H -1.276 -2.362 2.905
H -2.437 -3.540 3.541
H -2.878 -1.822 3.443
H -4.695 -3.324 0.715
H -4.712 -3.233 2.474
H -4.032 -4.663 1.678
*
```

Properties
Strongest force on any atom, eV/Å: 0.65
Orbital gap (alpha / beta), eV: 7.467 / 7.491
HOMO level (alpha / beta), eV: -10.35 / -10.26

=====

9.
Computed, not measured: one molecule with the formula C6H11N at a distorted geometry, with ωB97M-V with the def2-TZVPD basis set.

```
! RIJCOSX wB97M-V def2-TZVPD def2/J DEFGRID3
* xyz 0 1
C -1.179 -1.512 1.578
C -0.353 -0.467 1.575
C 0.390 0.061 0.404
C 1.691 0.678 0.895
C 0.004 0.224 -0.871
C -1.384 -0.064 -1.355
N 0.756 0.805 -1.910
H -1.918 -1.780 2.331
H -1.284 -2.193 0.726
H -0.285 0.198 2.426
H 1.544 1.657 1.374
H 2.136 0.086 1.710
H 2.496 0.663 0.161
H -1.915 0.839 -1.717
H -1.368 -0.687 -2.252
H -1.930 -0.525 -0.533
H 1.744 0.895 -1.748
H 0.315 1.602 -2.341
*
```

Properties
Strongest force on any atom, eV/Å: 1.66
Orbital gap, eV: 8.848
SMILES string: C=C/C(C)=C(\C)N
HOMO level, eV: -7.81

=====

10.
Computed, not measured: a 2-piece molecular cluster, CO7S2 overall at a distorted geometry, with ωB97M-V with the def2-TZVPD basis set.

```
! RIJCOSX wB97M-V def2-TZVPD def2/J DEFGRID3
* xyz -2 1
C -0.983 2.120 -0.976
O -0.731 1.741 -2.074
O -0.331 -2.673 -0.070
O -1.607 2.918 -0.374
O -1.496 0.606 1.247
O 0.677 1.768 1.300
O 1.725 -2.953 1.280
O 1.884 -2.170 -1.069
S -0.181 0.812 0.531
S 1.042 -2.171 0.205
*
```

Properties
Strongest force on any atom, eV/Å: 3.15
Orbital gap (alpha / beta), eV: 6.544 / 7.023
HOMO level (alpha / beta), eV: -0.61 / -1.12

=====

11.
Computed, not measured: one molecule with the formula C18H18N4O2 at a distorted geometry, with ωB97M-V with the def2-TZVPD basis set.

```
! RIJCOSX wB97M-V def2-TZVPD def2/J DEFGRID3
* xyz 0 1
C -5.651 -2.605 0.055
C -4.404 -1.654 -0.041
N -3.205 -2.074 -0.064
N -2.223 -1.453 -0.067
C -2.317 -0.286 -0.197
N -1.238 0.526 0.013
C 0.047 0.067 0.127
C 1.099 1.208 -0.123
C 2.406 0.882 -0.085
C 2.893 -0.524 -0.037
C 4.268 -0.927 -0.166
O 4.580 -1.973 -0.441
N 5.176 -0.238 0.653
C 6.659 -0.257 0.627
C 7.224 0.411 -0.284
O 7.229 1.834 -0.347
C 1.812 -1.263 -0.076
C 0.425 -1.048 -0.193
C -3.571 0.552 0.020
C -3.751 2.098 -0.115
C -5.046 2.522 -0.197
C -6.123 1.778 -0.042
C -6.055 0.247 -0.074
C -4.794 -0.293 -0.042
H -6.438 -2.342 -0.819
H -6.241 -2.534 1.014
H -5.446 -3.544 0.217
H -1.375 1.580 0.089
H 0.865 2.391 -0.014
H 3.199 1.470 0.014
H 4.749 0.671 1.177
H 6.649 -1.399 0.718
H 6.881 -0.030 1.569
H 8.403 0.264 -0.570
H 7.078 -0.053 -1.414
H 6.255 2.007 -0.413
H 2.206 -2.406 -0.110
H -0.205 -2.091 -0.243
H -2.921 2.687 -0.057
H -5.125 3.642 0.184
H -7.105 2.204 -0.239
H -6.870 -0.047 -0.010
*
```

Properties
Strongest force on any atom, eV/Å: 18.44
Orbital gap, eV: 7.388
SMILES string: Cc1nnc(Nc2ccc(C(=O)NCCO)cc2)c2ccccc12
HOMO level, eV: -8.08

=====

12.
Computed, not measured: C33H42Cl2N3O2SSi2TeTi as an isolated structure at a distorted geometry, with ωB97M-V with the def2-TZVPD basis set.

```
! RIJCOSX wB97M-V def2-TZVPD def2/J DEFGRID3
* xyz 0 2
Ti -0.372 -0.217 -1.342
O 0.315 1.407 -1.347
C 0.038 2.622 -0.919
C 0.724 3.731 -1.416
C 0.484 4.993 -0.910
C -0.444 5.176 0.116
C -1.179 4.106 0.572
C -0.989 2.816 0.047
C -1.911 1.765 0.347
N -1.892 0.623 -0.295
N -3.020 -0.145 -0.235
C -2.908 -1.142 -1.075
O -1.783 -1.322 -1.711
C -4.076 -1.959 -1.412
C -4.030 -2.774 -2.543
C -5.158 -3.462 -2.955
C -6.340 -3.351 -2.236
C -6.385 -2.559 -1.095
C -5.262 -1.864 -0.683
H 1.456 3.568 -2.197
H 1.022 5.843 -1.309
H -0.605 6.162 0.531
H -1.948 4.253 1.323
H -2.757 1.970 0.999
H -3.102 -2.845 -3.096
H -5.120 -4.079 -3.843
H -7.224 -3.881 -2.565
H -7.306 -2.480 -0.532
H -5.281 -1.234 0.195
Cl -0.189 -3.873 -1.887
C -0.434 -3.932 -0.138
Cl -0.627 -2.334 0.685
H 0.440 -4.407 0.293
H -1.340 -4.500 0.040
C -2.127 0.846 -3.767
C -0.854 0.215 -4.254
C -0.585 0.167 -5.630
C 0.603 -0.334 -6.079
C 1.569 -0.774 -5.154
C 2.850 -1.196 -5.553
C 3.763 -1.600 -4.616
C 3.423 -1.612 -3.261
C 2.174 -1.206 -2.820
S 1.809 -1.222 -1.120
C 1.216 -0.760 -3.775
N -0.002 -0.283 -3.362
H -2.534 1.507 -4.530
H -1.948 1.428 -2.862
H -2.874 0.081 -3.544
H -1.328 0.536 -6.322
H 0.830 -0.371 -7.137
H 3.098 -1.175 -6.606
H 4.755 -1.905 -4.922
H 4.146 -1.927 -2.521
C -0.325 -0.466 5.367
Si 0.666 -1.809 4.475
C 1.914 -2.538 5.702
C -0.513 -3.200 3.961
C 1.623 -1.125 2.990
Te 0.482 0.260 1.759
C 1.111 1.972 2.946
Si 2.876 2.594 2.626
C 3.205 2.806 0.785
C 3.030 4.265 3.509
C 4.201 1.414 3.289
H -0.967 -0.906 6.131
H -0.956 0.082 4.666
H 0.331 0.253 5.862
H 1.394 -2.965 6.561
H 2.604 -1.779 6.075
H 2.507 -3.332 5.246
H -0.897 -3.714 4.844
H -0.006 -3.943 3.342
H -1.366 -2.821 3.399
H 1.959 -1.930 2.334
H 2.508 -0.588 3.327
H 0.968 1.706 3.994
H 0.400 2.767 2.710
H 2.635 3.637 0.376
H 2.923 1.904 0.235
H 4.262 2.999 0.593
H 2.294 4.980 3.137
H 4.020 4.699 3.356
H 2.878 4.163 4.585
H 4.251 0.507 2.684
H 4.027 1.122 4.326
H 5.179 1.894 3.240
*
```

Properties
Strongest force on any atom, eV/Å: 3.92
Orbital gap (alpha / beta), eV: 5.772 / 6.354
HOMO level (alpha / beta), eV: -6.30 / -6.86

=====

Number 12 is which compound?
C33H42Cl2N3O2SSi2TeTi